[1]
Below is C2H3N2OP as an isolated structure at a distorted geometry, with properties calculated with wB97M-V/def2-TZVPD.

Each line ends with the Mulliken charge.
Positions of all 9 atoms, in Å:
C (0.05, 0.92, -0.80)  -0.114
C (0.22, 0.84, 0.71)  0.515
N (-0.06, -0.16, -1.48)  -0.155
N (-0.30, -1.29, -0.93)  -0.481
O (0.28, 1.80, 1.50)  -0.549
P (0.39, -0.90, 1.26)  0.004
H (-0.13, 1.90, -1.16)  0.383
H (0.32, -2.01, -1.28)  0.295
H (-0.78, -1.11, 2.17)  0.102

Properties
- ΔE to the lowest compared entry with this formula, charge and spin (eV) = 2.870
- net charge = 0
- molar mass (g mol⁻¹) = 102.03

=====

[2]
Below is a 2-piece molecular cluster, C2H3N3 overall at a distorted geometry, with properties calculated with wB97M-V/def2-TZVPD.

Each line ends with the Mulliken charge.
Positions of all 8 atoms, in Å:
C (-1.84, -0.16, 0.34)  0.096
C (0.49, 0.85, -0.17)  -0.355
N (-1.73, -1.13, -0.29)  -0.416
N (1.38, -1.27, 0.14)  -0.828
N (0.86, -0.26, -0.13)  0.590
H (-1.62, 0.80, 0.69)  0.319
H (0.59, 1.69, -0.79)  0.300
H (0.98, -2.24, -0.12)  0.294

Properties
- ΔE to the lowest compared entry with this formula, charge and spin (eV) = 4.421
- net charge = 0
- molar mass (g mol⁻¹) = 69.07

=====

[3]
Below is C2H3N3 in the gas phase at a distorted geometry, with properties calculated with wB97M-V/def2-TZVPD.

Each line ends with the Mulliken charge.
Positions of all 8 atoms, in Å:
H (-1.68, 0.48, 1.25)  0.235
N (-1.05, 0.13, 0.54)  -0.552
C (0.04, 0.78, 0.47)  0.034
N (1.05, 0.38, -0.39)  -0.340
C (0.36, -0.99, -0.91)  0.245
N (1.44, -1.10, -0.34)  -0.348
H (0.20, 1.74, 0.95)  0.378
H (-0.37, -1.43, -1.58)  0.349

Properties
- SMILES = [H]/N=C/N1C=N1
- ΔE to the lowest compared entry with this formula, charge and spin (eV) = 4.125
- net charge = 0
- molar mass (g mol⁻¹) = 69.07

=====

[4]
Below is C2H3N3 in the gas phase at a distorted geometry, with properties calculated with wB97M-V/def2-TZVPD.

Each line ends with the Mulliken charge.
Positions of all 8 atoms, in Å:
H (-0.71, 0.90, 1.94)  0.217
N (-0.48, 0.57, 1.00)  -0.440
N (-0.06, -0.60, 1.04)  -0.065
C (0.44, -1.10, -0.20)  -0.601
C (0.47, -0.12, -1.10)  0.637
N (0.28, 1.09, -1.08)  -0.433
H (0.71, -2.14, -0.28)  0.384
H (-0.66, 1.39, -1.32)  0.303

Properties
- SMILES = [H]/N=N/C=C=N
- ΔE to the lowest compared entry with this formula, charge and spin (eV) = 3.368
- net charge = 0
- molar mass (g mol⁻¹) = 69.07

=====

[5]
Below is C2H3N3 as an isolated structure at a distorted geometry, with properties calculated with wB97M-V/def2-TZVPD.

Each line ends with the Mulliken charge.
Positions of all 8 atoms, in Å:
C (0.90, 1.87, -1.42)  0.095
C (-0.46, -1.04, 0.87)  -0.563
N (1.37, 2.85, -1.75)  -0.353
N (-0.02, 0.19, -1.08)  -0.219
N (0.01, 0.04, 0.10)  0.221
H (0.15, -1.10, 1.77)  0.259
H (-0.47, -1.99, 0.34)  0.293
H (-1.48, -0.81, 1.18)  0.267

Properties
- ΔE to the lowest compared entry with this formula, charge and spin (eV) = 3.970
- net charge = 0
- molar mass (g mol⁻¹) = 69.07

=====

[6]
Below is C2H3N3O in the gas phase at a distorted geometry, with properties calculated with wB97M-V/def2-TZVPD.

Each line ends with the Mulliken charge.
Positions of all 9 atoms, in Å:
C (-0.19, -0.72, 1.15)  -0.122
C (0.62, 0.35, 1.02)  -0.163
N (-0.40, -1.40, -0.08)  -0.698
N (1.09, -0.94, -1.88)  -0.505
N (0.34, -1.22, -1.00)  0.962
O (1.66, 0.46, 0.18)  -0.496
H (-0.92, -1.10, 2.00)  0.323
H (0.65, 0.82, 1.93)  0.337
H (1.83, 1.40, -0.24)  0.364

Properties
- ΔE to the lowest compared entry with this formula, charge and spin (eV) = 4.694
- net charge = 0
- molar mass (g mol⁻¹) = 85.07

=====

no.,energy (Ha)
1,-603.9963
2,-242.1102
3,-242.1211
4,-242.1489
5,-242.1268
6,-317.3598